Entry 1:
59
Properties=species:S:1:pos:R:3:forces:R:3:nbo_charge:R:1 method="wB97M-V/def2-TZVPD" multiplicity=3 orbital_gap_ev="4.78 / 4.88" total_charge=+4 s2=2.1043
I 0.6401 -3.1227 0.1684 0.190 0.625 -0.760 0.37
I 0.0826 0.4707 -5.8738 0.308 0.498 1.325 0.03
In 0.5874 0.9554 -3.2244 -0.359 -0.129 -2.754 0.71
V 0.7280 -0.9730 -1.1102 -2.501 -5.560 -2.603 0.08
S 1.9622 -1.4479 -2.8903 -0.625 0.656 0.855 0.27
S -1.1896 -0.7083 -2.1632 0.836 0.517 0.538 0.10
C 1.4179 0.4659 -0.2054 3.974 9.262 5.139 0.54
C 3.8495 -1.3487 -2.7767 0.923 0.069 0.022 -0.03
C -3.0983 -0.1914 -1.7078 -1.663 0.268 0.331 0.16
C 4.3078 -1.1841 -4.2210 -0.415 -0.044 -0.421 -0.66
C 4.2615 -0.1721 -1.9047 -0.211 0.131 0.134 -0.62
C 4.2527 -2.6975 -2.1810 -0.454 -0.319 0.204 -0.66
C -3.8124 -0.2954 -3.0500 0.719 -0.246 -0.433 -0.68
C -3.1013 1.2172 -1.1450 0.761 0.147 0.297 -0.67
C -3.5295 -1.2292 -0.6849 0.757 -0.410 0.132 -0.69
C 2.4862 2.6703 -2.9446 1.440 3.104 0.836 0.56
C -0.6631 3.2317 -2.7511 -1.053 3.595 0.157 0.55
O 1.8413 1.4600 0.2776 -2.230 -5.480 -2.603 -0.28
O 3.0750 3.6264 -2.7378 -1.726 -3.121 -0.790 -0.29
O -1.0659 4.3022 -2.7012 1.294 -3.705 -0.195 -0.30
H 3.9255 -0.2616 -4.6716 0.120 -0.014 0.092 0.22
H 3.9698 -2.0126 -4.8529 0.144 0.047 0.135 0.26
H 5.4010 -1.1523 -4.2615 -0.087 -0.024 0.151 0.29
H 3.9385 0.7960 -2.3226 0.299 -0.390 0.030 0.19
H 5.3570 -0.1739 -1.8189 -0.267 0.095 -0.026 0.29
H 3.8391 -0.2602 -0.8961 0.250 -0.088 -0.030 0.19
H 3.9241 -2.7717 -1.1372 0.131 -0.018 -0.132 0.22
H 5.3432 -2.8311 -2.2014 -0.225 0.226 -0.141 0.29
H 3.8004 -3.5283 -2.7402 0.232 0.132 0.075 0.25
H -4.8858 -0.0942 -2.9165 0.285 -0.026 0.214 0.30
H -3.7064 -1.2978 -3.4833 -0.146 0.198 0.091 0.26
H -3.4199 0.4342 -3.7732 -0.178 -0.141 0.184 0.24
H -4.1341 1.5961 -1.1109 0.214 -0.245 -0.138 0.30
H -2.5051 1.9155 -1.7471 -0.388 -0.158 0.011 0.20
H -2.6957 1.2254 -0.1254 -0.104 -0.021 -0.220 0.22
H -4.5989 -1.1215 -0.4626 0.144 0.143 -0.222 0.30
H -2.9657 -1.1055 0.2499 -0.198 0.020 -0.169 0.22
H -3.3628 -2.2528 -1.0423 -0.214 0.175 -0.010 0.25
C 1.0225 -1.1817 3.1944 0.885 -0.398 -0.045 -0.44
N -0.0137 -0.3774 3.7720 -1.116 -0.161 -1.195 -0.18
C -0.7006 -0.9065 4.9249 -0.466 -0.257 1.114 -0.25
C -1.2644 0.2349 5.7371 0.380 0.086 0.768 -0.43
C -1.9790 1.2725 4.9058 -0.178 -0.154 0.602 -0.26
N -1.6332 1.2642 3.5059 0.049 0.539 -0.085 -0.13
C -2.2319 2.3142 2.7119 -0.330 0.488 -0.753 -0.46
C -0.7495 0.4086 2.8999 0.362 -0.447 -0.956 0.74
O -0.6318 0.3536 1.6616 0.369 0.094 0.886 -0.69
H 1.7927 -0.5326 2.7656 -0.069 -0.072 -0.014 0.24
H 0.6425 -1.8404 2.3871 -0.055 0.519 0.647 0.22
H 1.4753 -1.7996 3.9786 -0.107 0.225 -0.226 0.27
H -1.5284 -1.5748 4.6206 0.432 0.044 -0.220 0.24
H 0.0128 -1.4820 5.5221 -0.212 0.074 -0.139 0.27
H -0.4633 0.7124 6.3056 -0.024 -0.072 -0.028 0.26
H -1.9709 -0.1768 6.4592 0.132 0.048 0.064 0.28
H -1.7842 2.2783 5.2985 -0.206 -0.044 -0.158 0.28
H -3.0604 1.0929 4.9826 -0.047 0.262 -0.279 0.28
H -3.3293 2.2469 2.7191 0.207 -0.132 0.211 0.27
H -1.9685 3.3042 3.1115 -0.001 -0.318 0.186 0.28
H -1.8932 2.2556 1.6771 0.019 -0.097 0.318 0.24

=====

Entry 2:
57
Properties=species:S:1:pos:R:3:forces:R:3:nbo_charge:R:1 method="wB97M-V/def2-TZVPD" multiplicity=2 orbital_gap_ev="6.34 / 6.64" total_charge=+3 s2=0.9609
Mo 0.9856 -1.6156 0.3490 2.191 -0.737 -1.714 0.82
C -1.7360 -1.9385 2.7867 -0.123 0.168 -0.041 -0.66
C -0.4187 -2.4128 2.2725 0.128 -0.210 0.011 0.09
C 0.7891 -1.9121 2.8246 -0.079 -0.316 0.019 -0.23
C 2.0455 -2.4314 2.4581 -0.196 -0.296 -0.050 0.09
C 3.2963 -2.0285 3.1556 0.149 0.147 0.020 -0.67
C 2.0861 -3.4334 1.4425 -0.067 -0.565 0.759 -0.22
C 0.9075 -4.0195 0.9291 0.017 0.095 0.220 0.08
C 0.9367 -5.2599 0.1052 0.024 -0.075 -0.282 -0.67
C -0.3328 -3.4188 1.2813 0.077 -0.274 0.435 -0.25
H -1.9071 -0.8863 2.5466 0.034 -0.007 -0.026 0.26
H -1.7450 -2.0158 3.8760 0.017 -0.034 -0.007 0.28
H -2.5617 -2.5242 2.3904 0.013 -0.001 -0.023 0.26
H 0.7316 -1.2138 3.6527 0.029 0.230 -0.185 0.29
H 4.1225 -1.8812 2.4577 -0.006 -0.015 0.008 0.26
H 3.5985 -2.8397 3.8253 -0.057 -0.031 -0.017 0.30
H 3.1637 -1.1321 3.7578 -0.007 0.009 -0.023 0.26
H 3.0355 -3.9225 1.2585 0.066 0.209 -0.306 0.29
H 0.4614 -5.1187 -0.8679 -0.012 0.025 0.023 0.27
H 0.3657 -6.0375 0.6186 0.006 0.037 0.059 0.29
H 1.9487 -5.6274 -0.0490 0.014 0.054 -0.004 0.26
H -1.2450 -3.8831 0.9231 -0.030 0.186 -0.195 0.29
S 3.8341 -0.3087 -1.7704 -0.351 -0.108 0.155 -0.09
Sb 1.7921 -0.2940 -3.1331 -0.130 0.319 1.114 1.50
S 0.9302 -2.2465 -1.8610 0.134 -0.295 0.564 -0.24
S 3.0959 -0.7068 0.0748 -0.217 -0.311 -0.049 0.21
C -1.6123 0.5420 -4.2155 0.103 -0.035 0.191 -0.66
C -2.1808 1.1813 -2.9607 -0.428 0.170 -0.523 0.34
C -1.9448 2.6802 -2.9425 0.095 -0.191 0.328 -0.67
C -3.6353 0.8241 -2.7518 0.101 -0.107 0.149 -0.65
O -1.4563 0.4991 -1.7748 0.254 0.221 0.201 -0.87
P -0.2972 1.0012 -0.9198 -0.128 0.040 -0.245 2.68
O 1.0526 1.0079 -1.6728 0.014 0.052 -0.724 -1.17
O -0.0945 -0.2034 0.1234 -1.803 1.797 0.494 -0.89
O -0.6297 2.2726 -0.1720 0.196 -0.395 -0.181 -0.85
C 0.1498 3.2691 0.6997 0.230 0.631 0.424 0.34
C -0.7650 3.5095 1.8819 -0.118 -0.178 -0.148 -0.64
C 0.3230 4.4984 -0.1674 -0.117 -0.185 -0.150 -0.65
C 1.4817 2.6719 1.1167 -0.198 -0.170 -0.286 -0.66
H -2.3193 0.6860 -5.0321 0.035 0.023 -0.039 0.28
H -1.4801 -0.5357 -4.0907 -0.057 0.013 -0.003 0.22
H -0.6755 1.0187 -4.5204 0.028 -0.040 0.005 0.20
H -2.3863 3.1118 -3.8398 0.003 -0.052 -0.043 0.27
H -0.8769 2.9152 -2.9510 -0.015 0.079 -0.054 0.21
H -2.4156 3.1485 -2.0797 0.021 0.019 0.008 0.24
H -4.2307 1.3198 -3.5181 0.003 -0.011 -0.015 0.26
H -3.9851 1.1625 -1.7774 -0.002 0.031 -0.012 0.24
H -3.7911 -0.2513 -2.8342 -0.018 0.012 -0.006 0.23
H -1.7593 3.7998 1.5453 0.018 0.043 0.014 0.24
H -0.3620 4.3176 2.4910 0.039 -0.008 -0.003 0.26
H -0.8521 2.6148 2.5010 0.012 0.035 0.019 0.21
H -0.6435 4.9176 -0.4443 0.012 0.006 0.002 0.24
H 0.8809 4.2538 -1.0728 0.027 0.058 0.009 0.22
H 0.8783 5.2586 0.3806 0.009 -0.027 0.045 0.26
H 1.3368 1.7171 1.6278 0.038 -0.008 0.058 0.19
H 1.9712 3.3536 1.8106 -0.045 0.025 0.012 0.27
H 2.1384 2.5463 0.2554 0.068 -0.051 0.007 0.22

=====

Entry 3:
56
Properties=species:S:1:pos:R:3:forces:R:3:nbo_charge:R:1 method="wB97M-V/def2-TZVPD" orbital_gap_ev="5.76 / 5.30" relative_energy_kj_mol=485.2
P -1.1900 2.8339 -4.4327 -0.612 3.159 -0.933 1.52
P 1.2893 -0.2357 -4.0105 0.806 2.730 -1.735 0.74
C -0.2282 1.8225 -5.6390 0.330 -0.166 -0.326 -0.76
C 0.0890 0.3550 -5.3069 0.152 -0.699 -0.437 -0.72
H 0.6707 2.3868 -5.9596 -0.490 -0.342 0.364 0.24
H -0.8713 1.7891 -6.5394 0.269 0.058 0.453 0.25
H -0.8203 -0.2280 -5.1611 -0.291 0.068 -0.277 0.22
H 0.6299 -0.0367 -6.1726 -0.582 -0.065 -0.449 0.22
C 2.5282 0.9979 -4.7358 0.805 -0.111 0.383 -0.87
H 3.4548 1.1091 -4.1832 0.100 -0.171 0.259 0.24
H 2.1626 2.0113 -4.9400 -0.189 -0.495 0.634 0.24
H 2.7870 0.5778 -5.7173 -0.023 0.085 0.188 0.21
C 2.0093 -1.6752 -4.9602 -0.248 0.105 0.207 -0.97
H 2.3392 -1.2822 -5.9086 0.052 -0.239 -0.534 0.24
H 1.2270 -2.4297 -5.1519 0.263 -0.170 -0.143 0.20
H 2.8620 -2.1178 -4.4368 -0.267 -0.022 0.075 0.27
C -1.1416 4.6153 -5.2043 0.321 0.199 -0.526 -0.92
H -2.0109 5.1949 -4.8668 0.168 -0.301 -0.138 0.23
H -1.2025 4.5347 -6.3019 -0.067 -0.087 0.296 0.22
H -0.2463 5.2180 -4.9785 -0.295 -0.433 0.031 0.22
C -2.8543 2.6559 -5.4056 -0.041 -0.609 -0.311 -0.99
H -3.1844 1.6149 -5.3920 -0.117 -0.123 -0.015 0.20
H -2.7814 2.9420 -6.4581 0.165 0.041 0.057 0.21
H -3.6482 3.2678 -4.9667 0.171 -0.173 -0.054 0.22
Cd 0.3265 -2.2616 -2.9154 -0.025 -0.127 2.387 1.37
C 0.8593 2.6738 -2.3121 1.220 -2.650 0.018 -0.14
C 0.2771 3.5904 -3.2296 0.533 -0.761 -0.556 -0.58
C -0.1733 4.7223 -2.2980 -0.233 0.551 -0.052 -0.39
C -1.6772 4.6100 -1.9101 0.486 0.984 -0.127 -0.47
C -2.3954 3.7068 -2.8291 -2.010 0.548 1.620 -0.22
C -2.1446 2.2851 -2.8940 0.803 -1.473 0.026 -0.50
C -1.3004 1.4107 -1.9384 0.486 -0.007 0.595 -0.40
C 0.0382 1.9795 -1.3368 -1.160 -0.726 0.931 -0.48
C -0.7895 -2.2595 -1.0287 -0.564 -0.236 0.285 -1.14
H 1.8903 2.3821 -2.3061 0.566 0.158 -0.288 0.19
H 1.0610 3.8487 -3.9554 -0.314 0.534 0.112 0.21
H 0.0432 5.6839 -2.7752 -0.275 -0.012 0.140 0.21
H 0.4154 4.6826 -1.3629 -0.081 0.200 -0.530 0.21
H -1.8093 4.3181 -0.8541 0.189 -0.053 -0.278 0.22
H -2.0501 5.6387 -1.9970 -0.383 -0.311 0.107 0.22
H -3.3606 4.0589 -3.2105 0.468 -0.196 0.165 0.21
H -2.9874 1.6641 -3.2331 0.181 0.508 0.109 0.24
H -1.0446 0.5111 -2.5185 0.034 0.176 0.099 0.20
H -1.9027 1.0029 -1.1036 -0.034 0.463 -0.297 0.22
H -0.2002 2.6982 -0.5411 -0.375 -0.049 0.257 0.20
H 0.5767 1.1579 -0.8070 -0.291 0.469 -0.598 0.25
H -0.3456 -3.0685 -0.4352 -0.048 0.085 -0.275 0.22
H -1.8701 -2.4158 -1.0708 0.164 -0.058 -0.165 0.21
H -0.6173 -1.3249 -0.4709 0.207 -0.161 -0.613 0.22
Cl 2.0045 -1.7696 1.4854 0.580 -0.276 -0.223 0.01
C 3.2256 -2.3465 0.2948 -0.605 -0.065 -1.127 -0.20
Cl 4.7019 -1.3352 0.3677 -0.481 -0.537 0.134 0.03
Cl 3.5682 -4.0787 0.5454 0.110 0.690 0.178 0.03
C 2.5393 -2.1303 -1.1578 -0.318 1.579 0.118 0.74
O 2.2403 -0.9346 -1.4168 0.697 -1.640 0.561 -0.74
O 2.2771 -3.1317 -1.8734 0.097 0.150 0.217 -0.80

=====

Entry 4:
56
Properties=species:S:1:pos:R:3:forces:R:3:nbo_charge:R:1 method="wB97M-V/def2-TZVPD" multiplicity=5 orbital_gap_ev="7.25 / 4.17" relative_energy_kj_mol=197.2 total_charge=+2 s2=6.0198
P 0.0295 -1.7788 -2.3823 0.698 -0.667 -3.461 1.29
P 0.3109 1.5123 -2.2214 -0.411 0.462 -2.096 0.88
C -0.2447 -0.7261 -3.8956 -0.477 0.996 0.496 -0.73
C 0.5218 0.6015 -3.8434 0.207 -0.111 0.169 -0.72
H -1.3347 -0.5618 -3.9821 0.451 -0.003 -0.052 0.25
H 0.0848 -1.3269 -4.7572 -0.140 -0.083 0.324 0.27
H 1.6071 0.4514 -3.9853 -0.438 -0.029 -0.080 0.24
H 0.1614 1.2823 -4.6293 0.199 -0.258 0.080 0.26
C -1.3670 2.2018 -2.5777 0.109 -0.035 0.365 -0.94
H -1.6312 2.9240 -1.7927 -0.081 -0.168 -0.257 0.25
H -2.1183 1.4018 -2.5985 0.100 0.258 0.017 0.23
H -1.3365 2.7086 -3.5513 -0.098 -0.075 0.278 0.25
C 1.3214 2.9874 -2.6058 0.175 0.017 0.218 -0.94
H 0.9285 3.4689 -3.5154 0.231 -0.092 0.327 0.25
H 2.3647 2.6748 -2.7639 -0.277 0.258 0.069 0.25
H 1.2681 3.6872 -1.7584 0.120 -0.113 -0.350 0.25
C -0.9565 -3.2455 -2.8241 -0.533 -0.077 0.918 -0.97
H -0.8346 -3.9978 -2.0321 -0.171 0.031 -0.349 0.27
H -0.6000 -3.6456 -3.7861 -0.025 0.222 0.314 0.28
H -2.0133 -2.9523 -2.8988 0.268 -0.249 0.007 0.27
C 1.7182 -2.3654 -2.8227 0.262 0.093 1.057 -0.97
H 2.4357 -1.5328 -2.8136 -0.197 -0.283 -0.004 0.26
H 1.6815 -2.8130 -3.8267 -0.139 0.150 0.322 0.27
H 2.0391 -3.1237 -2.0939 0.071 0.167 -0.301 0.26
Pd 0.1859 -0.2033 2.8037 -0.224 1.937 -0.001 0.89
C 0.7773 1.3882 1.2777 -1.023 0.520 -0.123 -0.18
C -0.6080 1.2439 1.2089 0.835 0.754 0.321 -0.24
C -1.4445 0.4429 0.2696 -0.929 -0.662 -1.112 -0.49
C -1.8102 -1.0129 0.6729 -0.375 0.925 0.051 -0.46
C -0.7007 -1.7904 1.2804 1.642 -0.669 -0.325 -0.17
C 0.6645 -1.6348 1.0782 -1.193 -1.036 0.058 -0.26
C 1.3194 -0.7507 0.0688 -0.020 0.540 -0.385 -0.53
C 1.8278 0.6236 0.5569 0.362 -0.949 -0.241 -0.46
C 0.3359 -1.7173 4.1032 0.396 -2.788 2.040 -0.77
H 1.1417 2.2525 1.8371 -0.124 -0.286 0.109 0.26
H -1.1794 1.9833 1.7876 0.320 -0.237 -0.194 0.25
H -1.0115 0.4054 -0.7463 -0.195 0.173 0.892 0.23
H -2.3968 0.9861 0.1351 0.347 -0.219 0.099 0.25
H -2.6223 -0.9385 1.4125 0.124 -0.287 -0.215 0.25
H -2.2282 -1.5336 -0.2062 0.028 0.079 0.295 0.24
H -1.0132 -2.6120 1.9338 0.171 0.279 -0.189 0.25
H 1.3200 -2.3395 1.6066 -0.261 0.230 -0.240 0.25
H 0.5700 -0.4935 -0.7053 0.655 -0.347 0.514 0.25
H 2.1474 -1.2855 -0.4137 -0.156 0.104 0.188 0.24
H 2.6869 0.4509 1.2271 -0.146 0.269 -0.209 0.25
H 2.2008 1.1848 -0.3156 -0.002 -0.053 0.356 0.25
H 1.1668 -1.4557 4.7734 0.021 0.060 -0.382 0.23
H 0.4949 -2.6712 3.5869 -0.019 0.222 0.431 0.20
H -0.6096 -1.7102 4.6662 -0.053 0.124 -0.372 0.22
Cl -1.1034 1.0274 7.5133 0.127 0.274 -0.517 0.11
C -0.7821 2.2344 6.2445 -0.282 0.152 0.524 -0.22
Cl -2.1123 3.4039 6.1259 0.365 -0.382 -0.099 0.11
Cl 0.7411 3.0720 6.5632 -0.684 -0.542 -0.471 0.17
C -0.7024 1.4041 4.8522 2.808 0.643 -0.016 0.72
O -1.7595 0.9044 4.4357 0.414 0.166 -0.057 -0.24
O 0.4680 1.3087 4.3240 -2.831 0.599 1.258 -0.61

=====

no.,E (a.u.)
1,-3600.52539
2,-2810.29741
3,-3047.55295
4,-3007.13957